The following is a DFT calculation (ωB97M-V with the def2-TZVPD basis set) of C15H27IN2O5PPdS as an isolated structure.

Properties
highest occupied orbital energy	-0.213	Eh
Kohn-Sham gap	8.16	eV
F_max	0.80	eV/A
net charge	-1

```
53
Properties=species:S:1:pos:R:3:nbo_charge:R:1
I -2.78 1.06 -1.30 -0.524
Pd -0.97 -0.21 0.12 0.587
S 1.21 -2.16 -0.09 2.565
P 0.52 1.44 -0.09 1.246
O 0.20 -2.45 -1.12 -1.064
O 1.68 -3.38 0.56 -1.032
O 2.28 -1.30 -0.58 -1.048
O 0.45 -1.36 1.03 -1.024
O -1.98 -6.68 0.22 -0.664
N -2.42 -1.97 0.55 -0.506
N -0.11 -5.41 0.06 -0.801
C -1.44 -5.59 0.16 0.655
C -1.74 -3.12 0.60 0.121
C -4.32 -3.19 -0.23 -0.288
C 1.93 1.16 1.07 -0.606
C 3.20 1.98 0.82 -0.607
C 0.45 0.77 -2.83 -0.617
C -3.58 -4.36 -0.24 -0.103
C 1.30 1.47 -1.77 -0.564
C -1.20 3.02 1.49 -0.611
C 1.49 1.20 2.53 -0.605
C 1.74 2.84 -2.28 -0.608
C 0.70 4.28 0.52 -0.611
C -2.26 -4.33 0.18 -0.190
C -0.25 3.10 0.29 -0.564
C -3.69 -2.01 0.14 0.069
H 1.41 4.44 -0.28 0.212
H 2.20 2.72 -3.27 0.213
H -4.21 -1.07 0.11 0.216
H 0.90 3.52 -2.40 0.201
H -0.47 1.32 -3.05 0.213
H 3.57 1.85 -0.20 0.212
H -0.85 3.30 -0.60 0.248
H 0.19 -0.24 -2.51 0.258
H 3.07 3.05 1.01 0.192
H -5.35 -3.17 -0.54 0.214
H -0.74 -3.04 1.01 0.248
H 1.26 4.15 1.45 0.201
H 2.28 0.76 3.15 0.212
H 3.97 1.62 1.50 0.213
H 0.59 0.62 2.69 0.236
H -1.83 3.92 1.51 0.205
H 0.10 5.18 0.63 0.207
H 2.17 0.13 0.82 0.325
H -1.86 2.16 1.44 0.239
H -0.65 2.98 2.43 0.200
H 0.34 -4.52 -0.09 0.450
H 1.04 0.69 -3.75 0.199
H 1.33 2.22 2.88 0.182
H -4.01 -5.31 -0.55 0.231
H 2.17 0.84 -1.61 0.270
H 2.48 3.32 -1.64 0.203
H 0.47 -6.23 0.07 0.392
```